(1)
The following is a quantum chemistry calculation of a cluster of 2 separate species, C2H8NS in total at a distorted geometry, from OMol25.

## Properties
relative energy (zero: lowest compared OMol25 entry of this formula, charge and spin)	6.9	kcal/mol
charge	-1

Positions of all 12 atoms, in Å:
N 0.882 2.867 -1.821
H 1.887 3.004 -1.913
H 0.694 3.741 -1.333
H 0.879 2.181 -1.044
C -1.012 -1.977 0.385
C -0.183 -1.090 1.248
S 0.858 0.101 0.308
H -0.426 -2.530 -0.355
H -1.744 -1.380 -0.163
H -1.544 -2.801 0.892
H 0.465 -1.689 1.900
H -0.755 -0.427 1.896

(2)
The following is a quantum chemistry calculation of a cluster of 2 separate species, C2H8NS in total, from OMol25.

## Properties
relative energy (zero: lowest compared OMol25 entry of this formula, charge and spin)	6.1	kcal/mol
charge	-1

Positions of all 12 atoms, in Å:
N -0.226 3.149 -1.128
H 0.119 2.280 -1.536
H 0.263 3.206 -0.239
H -1.175 2.893 -0.863
C 0.771 -1.193 0.893
C -0.527 -1.668 0.209
S -0.431 -1.718 -1.607
H 0.836 -0.117 1.059
H 1.612 -1.484 0.262
H 0.871 -1.673 1.881
H -1.358 -1.014 0.475
H -0.756 -2.662 0.593

(3)
The following is a quantum chemistry calculation of a cluster of 2 separate species, C2H8NS in total at a distorted geometry, from OMol25.

## Properties
relative energy (zero: lowest compared OMol25 entry of this formula, charge and spin)	80.6	kcal/mol
charge	+1

Positions of all 12 atoms, in Å:
C -0.965 -0.681 0.203
C 1.003 0.809 -0.099
N -0.115 0.416 0.748
S 2.477 -0.198 -0.038
H -2.016 -0.377 0.093
H -0.647 -0.855 -0.856
H -0.774 -1.445 0.955
H 0.429 0.520 -1.680
H 1.390 1.905 0.162
H 0.409 -0.010 1.497
H -0.687 1.231 1.053
H 2.295 -1.329 -0.641

(4)
The following is a quantum chemistry calculation of the ion C2H8NS2 with charge +1 at a distorted geometry, from OMol25.

## Properties
relative energy (zero: lowest compared OMol25 entry of this formula, charge and spin)	38.3	kcal/mol
charge	+1

Positions of all 13 atoms, in Å:
C 0.369 -0.463 -1.520
N -0.552 0.294 -0.531
C -0.081 0.388 0.867
S -1.404 1.002 1.989
S 1.476 1.306 1.033
H -0.326 -0.998 -2.074
H 0.898 0.346 -2.131
H 0.965 -1.096 -0.893
H -0.583 1.269 -0.763
H -1.420 -0.314 -0.469
H 0.221 -0.737 1.392
H -1.536 -0.073 2.693
H 1.068 2.479 0.333

(5)
The following is a quantum chemistry calculation of a cluster of 2 separate species, C2H8O2 in total, from OMol25.

## Properties
relative energy (zero: lowest compared OMol25 entry of this formula, charge and spin)	18.1	kcal/mol
charge	0

Positions of all 12 atoms, in Å:
C -1.349 1.453 0.006
O -2.327 0.664 0.703
H -0.970 0.847 -0.818
H -1.833 2.319 -0.450
H -0.534 1.754 0.660
H -2.231 0.799 1.648
C 1.518 -1.201 0.050
O 1.985 -1.241 -1.292
H 2.141 -0.488 0.593
H 0.491 -0.833 0.119
H 1.632 -2.168 0.543
H 1.477 -1.906 -1.763

(6)
The following is a quantum chemistry calculation of a cluster of 2 separate species, C2H8O2 in total, from OMol25.

## Properties
relative energy (zero: lowest compared OMol25 entry of this formula, charge and spin)	17.5	kcal/mol
charge	0

Positions of all 12 atoms, in Å:
C -0.890 -17.787 25.344
O -1.178 -16.559 24.697
H -1.068 -17.734 26.419
H -1.533 -18.543 24.898
H 0.152 -18.088 25.180
H -0.918 -15.840 25.278
C 0.152 -20.220 22.190
O 1.555 -20.377 22.029
H -0.204 -19.291 21.737
H -0.392 -21.069 21.766
H -0.041 -20.180 23.258
H 1.747 -20.341 21.088

(7)
The following is a quantum chemistry calculation of a cluster of 2 separate species, C2H8O2 in total at a distorted geometry, from OMol25.

## Properties
relative energy (zero: lowest compared OMol25 entry of this formula, charge and spin)	20.8	kcal/mol
charge	0

Positions of all 12 atoms, in Å:
C -1.275 -2.133 -0.161
O -2.227 -1.516 -1.035
H -0.435 -1.443 -0.015
H -1.777 -2.202 0.795
H -0.906 -3.037 -0.630
H -1.845 -1.130 -1.835
C 1.535 1.805 0.152
O 0.569 2.192 1.113
H 2.273 2.592 -0.041
H 2.137 0.930 0.432
H 0.964 1.569 -0.741
H 0.987 2.371 1.966

(8)
The following is a quantum chemistry calculation of a cluster of 2 separate species, C2H8O2 in total at a distorted geometry, from OMol25.

## Properties
relative energy (zero: lowest compared OMol25 entry of this formula, charge and spin)	23.6	kcal/mol
charge	0

Positions of all 12 atoms, in Å:
C 1.526 -1.620 -1.276
O 0.679 -0.457 -1.129
H 1.500 -2.209 -0.370
H 2.500 -1.435 -1.706
H 0.843 -2.238 -1.889
H 1.119 0.353 -1.397
C -1.251 1.419 1.643
O -2.072 1.017 0.533
H -0.627 2.284 1.395
H -2.043 1.694 2.330
H -0.620 0.614 2.014
H -1.554 0.576 -0.148

(9)
The following is a quantum chemistry calculation of a cluster of 2 separate species, C2H8O2 in total at a distorted geometry, from OMol25.

## Properties
relative energy (zero: lowest compared OMol25 entry of this formula, charge and spin)	46.8	kcal/mol
charge	0

Positions of all 12 atoms, in Å:
C 1.651 0.033 0.817
O 2.013 0.977 1.824
H 2.491 -0.087 0.190
H 0.949 0.872 0.349
H 1.347 -0.978 1.154
H 1.705 0.737 2.726
C -1.629 -0.634 -1.256
O -1.647 0.536 -0.433
H -0.806 -0.639 -2.118
H -1.704 -1.515 -0.607
H -2.619 -0.572 -1.678
H -1.751 1.271 -0.969

(10)
The following is a quantum chemistry calculation of a cluster of 2 separate species, C2H8O2 in total at a distorted geometry, from OMol25.

## Properties
relative energy (zero: lowest compared OMol25 entry of this formula, charge and spin)	29.5	kcal/mol
charge	0

Positions of all 12 atoms, in Å:
C -0.881 -0.972 0.268
O -2.079 -0.943 -0.574
H -0.515 -1.984 0.442
H -0.074 -0.490 -0.284
H -1.123 -0.435 1.186
H -2.759 -0.596 0.008
C 1.509 0.892 0.079
O 0.974 0.871 -1.203
H 2.591 0.784 0.005
H 1.167 1.815 0.548
H 1.166 0.064 0.699
H 0.023 0.993 -1.174

(11)
The following is a quantum chemistry calculation of a cluster of 2 separate species, C2H8O2PS4 in total at a distorted geometry, from OMol25.

## Properties
spin multiplicity	3
expectation value of S²	2.0144
charge	+1
calculated total energy	-2165.20270	a.u.

Positions of all 17 atoms, in Å:
C 0.130 -1.094 0.200
C -0.239 1.718 -0.208
O -0.112 -2.290 -0.463
O -0.987 1.599 0.958
P 0.082 0.152 -1.207
S 2.689 0.815 2.792
S -1.482 -1.901 -3.274
S 2.874 1.541 0.989
S -1.902 -0.356 -2.015
H 1.165 -1.069 0.560
H -0.401 -1.076 1.094
H 0.793 2.137 0.013
H -0.644 2.468 -0.898
H -0.224 -3.050 0.154
H -1.903 1.956 0.670
H 1.482 1.283 3.079
H -1.320 -2.833 -2.442

(12)
The following is a quantum chemistry calculation of a cluster of 2 separate species, C2H8O2S in total at a distorted geometry, from OMol25.

## Properties
relative energy (zero: lowest compared OMol25 entry of this formula, charge and spin)	5.8	kcal/mol
charge	0

Positions of all 13 atoms, in Å:
C 1.821 0.219 -2.809
S 0.877 -1.064 -1.929
C -0.271 -0.112 -0.828
O 0.347 0.180 0.430
H 2.591 -0.301 -3.402
H 2.309 1.010 -2.214
H 1.104 0.692 -3.501
H -1.206 -0.697 -0.732
H -0.533 0.872 -1.263
H -0.367 0.169 1.101
O -2.600 -0.204 5.119
H -2.050 -0.024 4.323
H -2.019 -0.739 5.706

(13)
The following is a quantum chemistry calculation of a cluster of 3 separate species, C2H8O3 in total at a distorted geometry, from OMol25.

## Properties
relative energy (zero: lowest compared OMol25 entry of this formula, charge and spin)	25.9	kcal/mol
charge	0

Positions of all 13 atoms, in Å:
C -0.549 3.724 -0.423
C 0.266 2.902 -1.066
O 1.149 2.099 -0.355
H -1.326 4.312 -0.868
H -0.600 3.816 0.647
H 0.584 2.899 -2.107
H 1.012 1.219 -0.719
O 0.423 -0.658 -1.984
H 0.603 -0.609 -2.944
H -0.209 -1.367 -1.833
O -0.658 -6.007 4.246
H -0.979 -6.346 3.396
H 0.282 -5.982 4.010

(14)
The following is a quantum chemistry calculation of the molecule C2H8O3Si at a distorted geometry, from OMol25.

## Properties
relative energy (zero: lowest compared OMol25 entry of this formula, charge and spin)	58.3	kcal/mol
charge	0

Positions of all 14 atoms, in Å:
C 1.340 1.452 0.104
Si -0.019 0.118 0.145
C -1.421 -0.045 -1.184
O -0.723 0.177 1.660
O 1.120 -1.362 0.237
O 0.388 -2.525 0.505
H 1.379 2.129 -0.782
H 1.384 2.103 0.901
H 2.280 1.002 -0.069
H -1.120 -0.518 -2.086
H -2.319 -0.514 -0.847
H -1.546 0.998 -1.500
H -1.651 -0.124 1.686
H 0.907 -2.893 1.229

(15)
The following is a quantum chemistry calculation of a cluster of 2 separate species, C2H8O5 in total at a distorted geometry, from OMol25.

## Properties
relative energy (zero: lowest compared OMol25 entry of this formula, charge and spin)	94.5	kcal/mol
charge	0

Positions of all 15 atoms, in Å:
O 0.308 -1.195 1.734
C 1.203 -1.191 0.649
C 1.383 0.239 0.126
O 1.716 1.119 1.136
O 0.070 0.599 -0.483
H -0.559 -0.914 1.414
H 0.850 -1.831 -0.168
H 2.152 -1.572 1.024
H 2.179 0.283 -0.629
H 1.251 0.830 1.938
H 0.346 1.508 -0.745
O -2.626 0.794 -0.846
O -2.908 0.513 -2.204
H -1.600 0.732 -0.788
H -3.765 0.086 -2.158

(16)
The following is a quantum chemistry calculation of a cluster of 2 separate species, C2H8OS in total at a distorted geometry, from OMol25.

## Properties
relative energy (zero: lowest compared OMol25 entry of this formula, charge and spin)	16.8	kcal/mol
charge	0

Positions of all 12 atoms, in Å:
C 1.138 2.327 -0.129
C 1.676 0.914 0.060
O 1.073 0.194 1.127
H 0.353 2.628 0.562
H 0.652 2.420 -1.100
H 1.935 3.070 -0.162
H 1.661 0.381 -0.898
H 2.756 0.945 0.238
H 0.376 -0.305 0.706
S -1.898 -1.641 -0.481
H -1.992 -2.690 0.381
H -0.608 -1.997 -0.697

(17)
The following is a quantum chemistry calculation of a cluster of 2 separate species, C2H8OS in total at a distorted geometry, from OMol25.

## Properties
relative energy (zero: lowest compared OMol25 entry of this formula, charge and spin)	23.2	kcal/mol
charge	0

Positions of all 12 atoms, in Å:
C 0.386 -2.704 1.679
O -0.786 -1.930 1.985
H 0.470 -2.747 0.597
H 1.211 -2.176 2.154
H 0.277 -3.750 1.991
H -1.409 -2.410 2.540
C 0.018 2.694 -2.285
S 0.022 3.177 -0.551
H -0.447 1.752 -2.584
H -0.383 3.428 -2.936
H 1.070 2.628 -2.582
H -0.429 2.040 -0.008

(18)
The following is a quantum chemistry calculation of a cluster of 2 separate species, C2H8OS in total at a distorted geometry, from OMol25.

## Properties
relative energy (zero: lowest compared OMol25 entry of this formula, charge and spin)	8.6	kcal/mol
charge	0

Positions of all 12 atoms, in Å:
C -0.383 -0.796 -0.896
C 0.319 -0.993 0.472
S 1.481 -2.343 0.203
H -1.146 -0.014 -0.741
H -0.886 -1.712 -1.249
H 0.316 -0.455 -1.678
H -0.458 -1.325 1.188
H 0.773 -0.067 0.874
H 2.462 -1.752 -0.511
O -0.466 3.177 0.604
H -1.080 2.408 0.611
H -0.932 3.872 1.122

(19)
The following is a quantum chemistry calculation of a cluster of 2 separate species, C2H8OS in total at a distorted geometry, from OMol25.

## Properties
relative energy (zero: lowest compared OMol25 entry of this formula, charge and spin)	60.0	kcal/mol
spin multiplicity	2
expectation value of S²	0.7529
charge	+1

Positions of all 12 atoms, in Å:
S 0.459 -4.374 -4.461
H 0.484 -3.124 -4.055
H 1.334 -4.178 -5.403
C -0.603 0.938 1.156
O 0.304 1.180 0.131
C -0.129 1.530 2.461
H -1.556 1.257 0.870
H -0.779 -0.241 1.199
H 0.311 2.135 -0.132
H -0.337 2.555 2.650
H -0.364 0.891 3.301
H 0.875 1.431 2.283

(20)
The following is a quantum chemistry calculation of a cluster of 2 separate species, C2H8OS2 in total at a distorted geometry, from OMol25.

## Properties
relative energy (zero: lowest compared OMol25 entry of this formula, charge and spin)	25.7	kcal/mol
charge	0

Positions of all 13 atoms, in Å:
C 1.025 1.225 0.216
S 1.793 -0.446 0.267
C 0.557 -1.685 -0.008
S -0.287 -1.711 -1.637
H 0.373 1.419 -0.652
H 1.683 2.098 0.364
H 0.392 1.106 1.111
H 1.055 -2.674 -0.011
H -0.195 -1.689 0.804
H -1.151 -0.769 -1.203
O -1.702 0.694 0.444
H -1.100 1.472 0.450
H -2.444 0.960 -0.145